No. 1
2 unconnected molecules or ions with the total composition C4H3BrF2. Source: OMol25; level of theory: wB97M-V/def2-TZVPD.

XYZ file:
```
10
Properties=species:S:1:pos:R:3:lowdin_charge:R:1
C 0.936 -0.625 1.290 0.11
C 0.473 0.063 0.331 0.08
C 1.856 -0.099 0.137 -0.47
C -2.089 0.578 -0.932 -0.59
F 2.839 0.804 0.562 0.05
F 2.472 -0.918 -0.729 0.11
Br -3.249 -0.070 0.313 0.62
H 0.914 -1.499 1.906 0.11
H -1.929 0.040 -1.828 -0.03
H -2.223 1.725 -1.050 0.03
```

The charge is 0. The calculation puts the HOMO-LUMO gap (spin up / spin down) at 8.807 / 7.425 eV. For the energy above the lowest of the compared OMol25 structures with the same formula, charge and spin, the calculation gives 441.6 kJ/mol.



No. 2
C2H3N3O6 in the gas phase. Source: OMol25; level of theory: wB97M-V/def2-TZVPD.

XYZ file:
```
14
Properties=species:S:1:pos:R:3:lowdin_charge:R:1
C 0.410 -0.411 -0.183 0.11
C -3.335 0.272 -0.053 -0.03
N -3.560 1.048 -1.260 -0.35
N -4.526 -0.056 0.763 -0.36
N -2.127 -0.186 0.247 -0.16
O -2.828 1.929 -1.540 0.15
O -4.503 0.617 -1.897 0.12
O -4.546 -1.100 1.293 0.16
O -5.390 0.765 0.678 0.13
O -1.069 -0.037 -0.648 -0.05
O -1.821 -0.819 1.268 0.06
H 0.675 -1.179 -0.883 0.09
H 0.997 0.465 -0.404 0.09
H 0.395 -0.738 0.792 0.05
```

Its SMILES is CO[N+]([O-])=C([N+](=O)[O-])[N+](=O)[O-]. The charge is 0. The calculation puts the HOMO-LUMO gap at 9.318 eV. For the energy above the lowest of the compared OMol25 structures with the same formula, charge and spin, the calculation gives 278.5 kJ/mol.



No. 3
A molecular structure, C36H94AgF3N8O10. Source: OMol25; level of theory: wB97M-V/def2-TZVPD.

XYZ file:
```
152
Properties=species:S:1:pos:R:3:lowdin_charge:R:1
Ag 1.059 1.553 -5.721 0.74
C 1.741 -0.043 -0.528 -0.40
O 0.888 -1.039 -1.148 -0.14
O 2.133 0.866 -1.539 -0.22
C 1.116 0.640 0.819 -0.65
F 1.420 1.905 1.001 0.14
F -0.170 0.676 0.819 0.18
F 1.592 0.074 1.921 0.13
C 0.588 -2.258 -0.362 -0.22
C -0.285 -3.097 -1.358 -0.08
H -0.898 -2.420 -1.954 0.07
H 0.431 -3.553 -2.041 0.06
H -0.920 -3.880 -0.944 0.06
H -0.061 -1.966 0.464 0.10
H 1.427 -2.809 0.062 0.11
H 2.620 -0.588 -0.184 0.13
C -7.105 -1.837 1.178 -0.05
C -8.388 -1.118 1.599 -0.45
C -8.223 0.263 2.224 -0.18
O -7.676 0.044 3.586 -0.19
C -7.041 1.236 4.159 -0.09
N -9.229 -0.905 0.421 0.01
H -6.211 -1.368 1.589 0.08
H -6.937 -1.736 0.105 0.07
H -7.248 -2.898 1.380 0.08
H -8.985 -1.731 2.274 0.13
H -9.152 0.806 2.054 0.11
H -7.536 0.842 1.607 0.12
H -7.720 2.086 4.235 0.08
H -6.088 1.521 3.713 0.08
H -6.803 0.859 5.153 0.08
H -9.326 -1.736 -0.145 0.07
H -10.134 -0.578 0.728 0.06
C 5.190 8.583 -2.617 -0.07
C 5.009 8.723 -4.177 -0.42
C 5.852 9.892 -4.719 -0.17
O 5.228 11.124 -4.249 -0.18
C 5.970 12.315 -4.455 -0.13
N 5.406 7.419 -4.657 0.02
H 5.065 9.506 -2.050 0.07
H 6.169 8.152 -2.407 0.07
H 4.412 8.024 -2.097 0.07
H 3.962 8.920 -4.408 0.14
H 5.774 9.843 -5.805 0.12
H 6.928 9.857 -4.543 0.12
H 5.394 13.202 -4.193 0.08
H 6.321 12.638 -5.435 0.08
H 6.757 12.455 -3.713 0.08
H 6.325 7.369 -4.240 0.06
H 4.853 6.784 -4.100 0.07
C -4.240 3.303 -3.339 -0.08
C -3.908 4.746 -3.283 -0.43
C -3.882 5.434 -1.888 -0.18
O -3.746 6.860 -2.100 -0.19
C -2.533 7.447 -1.668 -0.12
N -2.514 4.815 -3.552 0.01
H -4.390 2.854 -4.321 0.08
H -5.214 3.079 -2.904 0.08
H -3.550 2.602 -2.869 0.08
H -4.416 5.379 -4.011 0.15
H -3.228 4.935 -1.174 0.13
H -4.882 5.411 -1.454 0.11
H -1.647 6.956 -2.072 0.08
H -2.568 7.638 -0.596 0.09
H -2.479 8.456 -2.078 0.09
H -2.093 4.288 -2.801 0.07
H -2.135 5.744 -3.437 0.05
C -2.816 -13.732 5.009 -0.06
C -3.118 -12.239 5.015 -0.44
C -4.223 -11.663 4.063 -0.13
O -3.841 -11.998 2.662 -0.18
C -3.197 -10.889 2.157 -0.17
N -3.402 -11.815 6.410 0.02
H -2.024 -13.869 5.745 0.07
H -2.429 -14.012 4.029 0.07
H -3.687 -14.376 5.128 0.08
H -2.235 -11.663 4.738 0.12
H -4.428 -10.611 4.257 0.12
H -5.100 -12.304 4.148 0.12
H -2.759 -11.203 1.209 0.09
H -2.294 -10.613 2.702 0.08
H -3.867 -10.067 1.904 0.09
H -3.800 -10.887 6.417 0.06
H -2.498 -11.903 6.852 0.06
C -3.013 -4.281 6.138 -0.09
C -2.038 -5.347 6.646 -0.43
C -0.557 -4.771 6.954 -0.14
O -0.404 -3.833 8.088 -0.19
C -0.446 -2.493 7.624 -0.13
N -2.667 -5.870 7.803 0.03
H -2.647 -3.739 5.265 0.08
H -3.375 -3.543 6.854 0.08
H -3.932 -4.778 5.830 0.07
H -1.882 -6.088 5.862 0.13
H -0.025 -4.407 6.075 0.11
H -0.001 -5.642 7.300 0.11
H -0.460 -1.817 8.479 0.09
H -1.190 -2.300 6.851 0.07
H 0.478 -2.183 7.136 0.08
H -2.049 -6.316 8.466 0.08
H -2.952 -5.030 8.287 0.07
C 10.405 1.927 -6.096 -0.06
C 9.723 1.705 -4.737 -0.41
C 9.974 2.871 -3.725 -0.22
O 9.826 4.139 -4.302 -0.21
C 10.956 4.950 -4.130 -0.10
N 8.307 1.665 -5.085 0.01
H 10.108 2.916 -6.443 0.07
H 10.064 1.193 -6.826 0.08
H 11.489 2.003 -6.017 0.07
H 9.929 0.731 -4.292 0.13
H 10.970 2.700 -3.318 0.11
H 9.423 2.849 -2.784 0.12
H 11.746 4.530 -4.752 0.09
H 11.264 4.990 -3.085 0.09
H 10.606 5.895 -4.545 0.09
H 8.215 2.614 -5.420 0.06
H 7.732 1.813 -4.268 0.07
C 5.824 5.169 5.926 -0.05
C 7.098 4.215 6.329 -0.42
C 7.443 3.384 5.122 -0.24
O 8.603 2.596 5.366 -0.18
C 8.984 1.832 4.211 -0.10
N 8.169 5.076 6.694 0.02
H 5.573 5.335 4.878 0.06
H 5.878 6.170 6.352 0.06
H 4.888 4.708 6.242 0.06
H 6.778 3.738 7.255 0.14
H 7.605 4.150 4.364 0.12
H 6.561 2.817 4.823 0.13
H 8.915 2.472 3.331 0.08
H 8.348 0.979 3.979 0.08
H 9.990 1.419 4.281 0.08
H 8.877 4.379 6.878 0.06
H 8.600 5.444 5.858 0.07
C -6.956 -5.415 -8.037 -0.08
C -6.829 -4.674 -6.690 -0.38
C -8.078 -3.753 -6.453 -0.18
O -8.087 -2.742 -7.476 -0.20
C -9.075 -1.798 -7.282 -0.14
N -6.668 -5.797 -5.693 0.01
H -7.152 -4.669 -8.807 0.07
H -7.881 -5.988 -8.097 0.08
H -6.058 -5.995 -8.254 0.08
H -5.868 -4.190 -6.521 0.13
H -7.989 -3.281 -5.474 0.12
H -9.015 -4.307 -6.407 0.12
H -9.223 -1.221 -8.194 0.09
H -8.870 -1.224 -6.378 0.09
H -10.023 -2.307 -7.108 0.08
H -7.314 -5.627 -4.936 0.05
H -6.975 -6.664 -6.109 0.05
```

The charge is 0. The calculation puts the HOMO-LUMO gap at 3.292 eV. For the energy above the lowest of the compared OMol25 structures with the same formula, charge and spin, the calculation gives 677.6 kJ/mol.



No. 4
A molecular structure, C19H28BrF7INO7S3V. Source: OMol25; level of theory: wB97M-V/def2-TZVPD.

XYZ file:
```
68
Properties=species:S:1:pos:R:3:lowdin_charge:R:1
C 1.735 -4.887 2.145 -0.10
C 1.611 -3.278 2.137 -0.24
C 0.266 -2.767 1.338 -0.20
C 0.616 -1.338 0.753 -0.13
C -0.478 -0.237 0.400 -0.32
N -0.778 0.333 1.789 0.03
C -1.926 -0.574 -0.126 -0.53
S -3.164 0.493 0.930 1.16
C -2.712 -1.935 0.151 -0.59
Br -3.270 -2.171 2.087 0.98
C -2.309 -3.274 -0.604 -0.21
C -3.646 -4.052 -1.152 -0.07
O -2.346 -0.216 -1.444 -0.25
S -1.299 -0.151 -2.685 0.80
O -1.311 -1.426 -3.469 -0.24
O -1.857 0.879 -3.659 -0.25
C 0.365 0.420 -2.095 -0.24
C 1.609 -0.367 -2.652 -0.09
C 1.632 -1.951 -2.731 -0.39
O 2.547 -2.429 -3.463 0.10
O 0.823 -2.899 -2.077 0.02
C 0.347 0.892 -0.511 -0.28
C 1.844 1.127 0.017 -0.22
C 2.645 2.445 -0.327 -0.79
C 4.045 2.336 0.525 -0.17
I 3.260 2.820 -2.365 1.08
S -0.493 2.575 -0.427 0.88
O 0.080 3.610 -1.394 -0.29
O -1.930 2.583 -0.960 -0.26
C -0.528 3.445 1.202 -0.26
F 0.638 3.189 2.079 -0.07
F -1.652 3.134 2.033 0.06
C -0.548 5.090 1.125 -0.13
F -0.545 5.491 2.540 0.06
F 0.710 5.639 0.609 0.02
C -1.857 5.746 0.510 -0.32
F -2.083 5.528 -0.849 0.16
F -1.671 7.160 0.641 0.12
F -3.044 5.496 1.256 0.14
H 0.832 -5.346 2.674 0.09
H 1.835 -5.212 1.057 0.09
H 2.693 -5.119 2.743 0.10
H 2.557 -2.751 1.774 0.11
H 1.481 -2.978 3.250 0.12
H -0.536 -2.848 2.131 0.08
H 0.198 -3.505 0.473 0.10
H 1.267 -0.910 1.618 0.13
H 1.408 -1.543 -0.067 0.13
H -0.948 -0.515 2.377 0.09
H 0.047 0.763 2.213 0.09
H -4.170 0.920 0.062 0.04
H -3.768 -1.708 -0.296 0.11
H -1.849 -4.045 0.125 0.12
H -1.683 -3.089 -1.533 0.10
H -4.617 -3.603 -0.756 0.09
H -3.631 -5.144 -0.772 0.10
H -3.631 -4.154 -2.302 0.11
H 0.459 1.452 -2.629 0.12
H 1.688 -0.064 -3.773 0.18
H 2.647 -0.083 -2.262 0.10
H 0.677 -3.612 -2.756 0.16
H 2.577 0.259 -0.203 0.15
H 1.835 1.111 1.179 0.12
H 2.175 3.431 0.063 0.03
H 4.710 1.620 -0.092 0.09
H 3.882 1.889 1.562 0.09
H 4.566 3.363 0.579 0.10
V 1.972 4.948 2.282 1.07
```

The charge is +3. The calculation puts the HOMO-LUMO gap at 2.070 eV.